Entry 1:
A molecular structure, C8H13N, computed with ωB97M-V/def2-TZVPD.

```
22
Properties=species:S:1:pos:R:3:forces:R:3
C 0.432 -1.449 -0.092 0.1 -0.2 -0.4
C 1.677 -1.212 -0.953 -0.4 -0.2 0.1
C -2.025 -0.941 0.214 0.2 0.2 0.4
C -0.720 -0.512 -0.378 0.7 0.6 -0.9
N 0.692 -1.288 1.347 0.0 -0.1 0.0
C -0.518 0.684 -1.001 -1.4 -3.5 -0.4
C -1.324 1.835 -0.548 2.0 0.5 -0.1
C 0.627 2.774 0.931 -0.1 0.2 0.0
C -0.316 2.297 0.158 -1.7 2.1 0.9
H 0.095 -2.484 -0.233 0.0 0.0 0.0
H 1.471 -1.877 1.627 0.0 0.1 0.0
H 0.948 -0.323 1.534 0.1 0.0 0.0
H 0.239 0.820 -1.765 0.3 0.1 0.4
H -2.199 2.303 -0.966 0.0 0.2 0.1
H 2.094 -0.228 -0.758 0.1 0.1 0.0
H 1.441 -1.295 -2.013 0.0 0.0 -0.1
H 2.430 -1.963 -0.722 0.1 0.0 0.0
H -2.791 -0.181 0.106 -0.1 0.1 0.0
H -2.369 -1.854 -0.289 0.1 0.1 0.0
H -1.899 -1.177 1.271 -0.1 -0.1 0.1
H 1.533 3.207 0.531 0.0 0.1 -0.2
H 0.483 2.863 1.999 0.1 -0.4 0.1
```
Forces are in eV/Å.

The calculation puts the HOMO-LUMO gap at 9.1 eV. The LUMO energy comes out at 0.9 eV. The spin multiplicity is 1.

These are the Mulliken partial charges, in e, on atoms 1 to 6: C 0.47; C -1.61; C -1.47; C 0.29; N -0.64; C -0.11

=====

Entry 2:
3 unconnected molecules or ions with the total composition C8H13N, computed with ωB97M-V/def2-TZVPD.

```
22
Properties=species:S:1:pos:R:3:forces:R:3
C 0.356 1.345 0.540 -0.3 -1.2 0.2
C 0.888 -0.395 -1.849 0.0 -0.1 0.0
C 1.575 1.113 1.376 0.1 0.1 0.1
C -0.869 1.906 1.185 0.0 0.1 0.0
N -0.277 -0.259 -0.962 -0.9 -1.1 -1.2
C -0.287 -0.680 0.227 0.9 2.3 1.4
C -0.613 -1.351 1.295 0.0 0.0 -0.3
C -1.297 -2.182 -1.623 0.1 0.3 -0.5
C -1.843 -2.819 -2.511 0.2 0.1 0.3
H 0.576 1.813 -0.412 -0.1 -0.2 -0.1
H 0.511 -0.700 -2.820 0.0 0.0 0.1
H 1.347 0.589 -1.967 0.0 0.0 0.1
H 1.609 -1.125 -1.483 0.0 0.0 0.0
H 2.010 2.088 1.633 0.0 0.0 0.0
H -1.102 1.416 2.129 0.0 0.0 0.0
H 1.347 0.600 2.309 0.0 0.0 0.0
H 2.340 0.553 0.838 0.0 0.0 0.0
H -0.696 2.972 1.387 0.0 -0.1 0.0
H -1.731 1.838 0.521 0.0 0.0 0.0
H -1.157 -2.273 1.134 0.0 -0.1 -0.1
H -0.363 -1.012 2.288 0.0 0.0 0.0
H -2.322 -3.435 -3.235 0.0 0.0 0.0
```
Forces are in eV/Å.

The calculation puts the HOMO-LUMO gap (alpha / beta) at 7.2 / 7.4 eV. The LUMO energy (alpha / beta) comes out at -0.7 / -0.6 eV. The spin multiplicity is 1.

These are the Mulliken partial charges, in e, on atoms 1 to 6: C 0.27; C -0.90; C -1.08; C -1.27; N -0.10; C 0.80

=====

Entry 3:
C8H13N in the gas phase, computed with ωB97M-V/def2-TZVPD.

```
22
Properties=species:S:1:pos:R:3:forces:R:3
C 0.112 0.522 -2.364 -0.4 -1.0 0.0
C -0.182 -0.889 -1.623 2.5 -3.8 -2.6
C -0.253 -0.174 -0.314 -1.1 1.4 -2.0
C -0.691 1.069 -1.015 -0.3 4.1 -2.1
C -0.419 -0.346 1.864 -3.2 0.4 -0.2
C 0.713 -1.313 1.449 1.2 0.4 1.7
C 1.084 0.086 0.473 -1.4 -4.1 -0.6
C 0.419 0.917 1.525 3.0 1.3 3.0
H 1.103 0.783 -1.947 -0.1 -0.1 -1.3
H 0.087 0.657 -3.632 -0.5 -0.1 4.0
H -0.916 -1.648 -2.067 -0.5 2.2 1.0
H 0.594 -1.812 -1.635 -0.3 2.4 0.0
H -1.801 1.171 -0.922 0.7 -0.5 -1.2
H -0.405 2.159 -0.629 0.1 -2.3 -0.9
H -1.935 0.240 0.790 -0.6 0.4 -0.9
H -1.188 -0.258 2.756 2.2 -0.9 -1.2
H 0.316 -2.254 0.843 1.2 1.9 1.6
H 1.365 -1.518 2.454 -1.0 0.2 -2.9
H 2.053 0.190 -0.148 -1.7 0.1 1.3
H -0.031 1.944 1.177 0.8 -2.1 1.2
H 1.295 1.001 2.368 -2.4 0.5 -1.5
N -1.319 -0.529 0.597 1.9 -0.5 3.5
```
Forces are in eV/Å.

The calculation puts the HOMO-LUMO gap at 10.2 eV. The LUMO energy comes out at 1.0 eV. The spin multiplicity is 1.

These are the Mulliken partial charges, in e, on atoms 1 to 6: C -0.42; C -1.07; C 1.05; C -1.11; C -0.22; C -0.58

=====

Entry 4:
A molecular structure, C8H13N, computed with ωB97M-V/def2-TZVPD.

```
22
Properties=species:S:1:pos:R:3:forces:R:3
C -2.169 -0.891 -0.444 -5.2 -7.5 -1.8
C -1.485 0.287 -0.331 0.3 6.5 -2.3
C -0.998 0.711 0.911 5.1 0.1 1.8
C -0.188 1.884 0.102 -3.1 0.5 1.0
C 1.020 0.092 -0.290 -0.3 -2.3 1.2
C 2.513 0.110 -0.532 3.5 -1.2 -0.7
C 0.723 -1.301 0.332 0.2 -4.9 -3.3
C 0.484 -0.118 1.101 -3.8 1.1 0.0
H -2.223 -1.722 0.391 1.0 1.9 -1.4
H -3.336 -0.954 -0.799 2.5 1.3 1.0
H -1.793 -1.317 -1.369 0.3 -1.1 -0.1
H -2.211 1.172 -0.625 1.4 -1.6 -0.1
H -1.780 0.573 1.628 0.1 0.9 1.5
H 0.681 2.246 0.702 -0.5 -0.1 -1.3
H -0.926 2.643 -0.259 0.9 0.0 0.5
H 2.642 -0.146 -1.660 0.3 1.3 1.7
H 2.948 -1.183 -0.105 -0.4 4.8 -1.1
H 3.353 1.078 -0.041 -2.9 -3.1 -1.8
H 1.821 -1.664 0.458 -3.1 -0.3 0.5
H 0.017 -2.305 -0.167 1.8 3.6 1.8
H 0.990 -0.049 2.008 0.8 0.7 1.4
N -0.083 0.853 -1.011 0.9 -0.6 1.5
```
Forces are in eV/Å.

The calculation puts the HOMO-LUMO gap at 9.9 eV. The LUMO energy comes out at 1.0 eV. The spin multiplicity is 1.

These are the Mulliken partial charges, in e, on atoms 1 to 6: C -1.65; C 0.75; C -0.50; C -0.51; C 0.62; C -1.05

=====

Entry 5:
A gas-phase ion, C8H13N2O (charge +1), computed with ωB97M-V/def2-TZVPD.

```
24
Properties=species:S:1:pos:R:3:forces:R:3
C 2.181 0.321 2.142 0.7 0.4 -0.7
N 1.187 0.318 1.072 -0.4 0.5 0.6
C 0.448 1.556 0.817 -1.3 1.1 -0.6
C 1.144 -0.820 0.348 -1.1 2.0 -0.8
O 1.963 -1.673 0.244 0.3 -0.7 0.5
C -0.170 -1.068 -0.647 2.4 -4.6 0.7
C 0.388 -1.024 -2.027 -1.9 2.2 0.0
C -0.439 -0.123 -2.703 0.9 -2.2 0.9
C -1.512 0.233 -1.850 1.4 0.6 -1.0
N -1.366 -0.381 -0.698 -1.6 1.6 0.4
C -2.376 -0.397 0.338 -2.1 1.2 0.5
H 2.151 -0.672 2.479 0.6 -1.2 1.0
H 3.174 0.608 1.819 0.3 -0.4 -0.6
H 2.045 1.021 2.937 -1.2 0.4 0.4
H 0.798 2.383 1.503 0.5 -0.9 -1.3
H 0.537 1.800 -0.319 -0.3 0.1 2.2
H -0.643 1.604 1.184 1.3 -0.8 -0.9
H -0.296 -2.190 -0.245 -0.1 2.3 -1.1
H 1.316 -1.453 -2.360 0.0 -0.2 0.1
H -0.420 0.086 -3.732 0.3 0.6 -1.0
H -2.148 1.074 -2.160 -0.6 -0.9 0.8
H -3.350 -0.823 -0.105 1.4 1.0 0.8
H -2.104 -1.035 1.160 0.4 -0.4 0.1
H -2.509 0.657 0.803 -0.1 -1.7 -1.0
```
Forces are in eV/Å.

The calculation puts the HOMO-LUMO gap at 8.3 eV. The LUMO energy comes out at -5.1 eV. The spin multiplicity is 1. As for the SMILES: CN(C)C(=O)[C@@H]1C=CC=[N+]1C. The total charge is +1.

These are the Mulliken partial charges, in e, on atoms 1 to 6: C -1.03; N 0.09; C -0.64; C 0.20; O -0.51; C 0.16

=====

Entry 6:
A molecular structure, C8H13N2O3S, computed with ωB97M-V/def2-TZVPD.

```
27
Properties=species:S:1:pos:R:3:forces:R:3
C 4.506 -0.990 -0.110 -0.3 0.1 0.0
C 4.676 0.392 -0.037 -0.2 0.1 0.0
C 3.238 -1.555 -0.136 -0.4 0.1 0.0
C 3.561 1.207 0.010 0.4 0.3 0.0
C 2.176 -0.667 -0.080 1.8 0.0 0.0
C -1.935 -0.803 1.086 -0.1 -0.3 0.4
C -2.521 1.263 -0.022 -0.2 0.4 0.0
C -1.887 -0.654 -1.346 -0.1 -0.3 -0.5
N 2.356 0.648 -0.010 -0.4 -1.0 -0.1
N -1.740 0.040 -0.079 2.0 0.4 0.0
O 0.265 1.351 1.290 -0.1 -0.3 0.2
O 0.279 1.507 -1.233 0.0 -0.2 -0.4
O 0.861 -0.869 -0.091 -1.2 0.8 0.0
S 0.433 0.817 -0.009 -1.2 -0.2 0.2
H 5.369 -1.636 -0.151 0.1 0.0 0.0
H 5.662 0.828 -0.025 0.0 0.1 0.0
H 3.078 -2.617 -0.201 0.0 -0.1 0.0
H 3.600 2.284 0.059 0.1 0.1 0.0
H -1.280 -1.669 1.028 0.0 0.0 0.0
H -1.691 -0.233 1.979 0.0 0.0 0.0
H -2.972 -1.143 1.154 0.0 0.0 0.0
H -2.282 1.886 -0.881 0.0 0.0 0.0
H -3.592 1.039 -0.027 0.1 -0.1 0.0
H -2.274 1.806 0.887 0.0 0.0 0.0
H -1.502 -0.018 -2.143 -0.1 0.0 0.0
H -1.323 -1.586 -1.326 0.0 0.1 0.0
H -2.939 -0.881 -1.553 0.1 0.0 0.1
```
Forces are in eV/Å.

The calculation puts the HOMO-LUMO gap at 10.0 eV. The LUMO energy comes out at -3.8 eV. The spin multiplicity is 1. The total charge is +1.

These are the Mulliken partial charges, in e, on atoms 1 to 6: C -0.07; C -0.73; C -0.91; C -0.10; C 0.84; C -0.95

=====

The following max |F| values (in eV/A) correspond, in order, to the records above: 3.8 2.8 5.3 9.3 5.2 2.1.
The following molar mass values (in g/mol) correspond, in order, to the records above: 123.20 123.20 123.20 123.20 153.20 217.27.